24
Properties=species:S:1:pos:R:3:forces:R:3:mulliken_charge:R:1 method="wB97M-V/def2-TZVPD" fmax_ev_per_a=5.1 orbital_gap_ev=11.126 total_charge=+1 e_homo_ev=-14.21 spin_multiplicity=1
C 1.79269 -1.69114 -0.21528 -1.93 -2.61 -1.83 -0.58
O 1.50117 -1.75640 -1.68705 0.71 0.11 1.13 -0.59
C 0.56812 -0.80234 0.33127 1.93 1.66 -3.20 0.19
C 1.02614 0.70411 0.13982 -0.73 -0.21 0.46 -1.09
C 0.16745 1.66892 1.04055 3.94 -2.40 1.83 -0.50
C 0.53427 3.09625 0.71420 -3.63 -0.06 3.57 -1.28
N -0.57929 -1.02022 -0.82756 -0.92 2.61 1.17 -0.38
H 2.82467 -1.41412 -0.15463 0.18 1.30 0.85 0.43
H 1.82105 -2.77706 0.12621 -0.59 1.32 -0.01 0.25
H 2.32689 -1.80189 -2.18638 -0.12 -0.09 0.21 0.34
H 0.11697 -1.07219 1.27403 0.05 -0.08 0.14 0.51
H 2.11401 0.87185 0.26987 -0.56 -0.49 0.56 0.53
H 0.94498 0.92616 -0.94425 -0.37 0.01 0.46 0.38
H -0.76342 1.16934 1.12040 -1.87 0.88 -0.56 0.47
H 0.52508 1.43919 2.14370 -0.27 0.40 -1.94 0.25
H -0.26523 3.55335 0.22142 -0.38 0.71 -2.65 0.38
H 0.25485 3.68031 1.62415 1.19 -0.33 0.06 0.35
H 1.54467 3.18339 0.50156 1.54 0.61 -0.94 0.38
H -1.57960 -0.89750 -0.61311 0.21 -0.88 1.42 0.27
H -0.36642 -1.93978 -1.10306 -0.26 -1.39 -1.41 0.32
H -0.63440 -0.32233 -1.62111 1.69 -1.16 0.73 0.36
H -4.91180 -0.97344 -0.51285 0.88 -1.48 0.89 0.34
H -4.68440 -2.15287 0.53298 -0.64 -0.18 0.50 0.32
O -4.27847 -1.67157 -0.17488 -0.04 1.75 -1.43 -0.65